The following is a DFT calculation (ωB97M-V/def2-TZVPD) of a cluster of 2 separate species, ClH3OSi in total.

Results
* relative energy (zero: lowest compared OMol25 entry of this formula, charge and spin): 743.4 kJ/mol
* net charge: 0
* HOMO-LUMO gap (spin up / spin down): 6.25 / 6.23 eV

```
6
Properties=species:S:1:pos:R:3:forces:R:3
Cl 2.754469 -1.253798 -0.479628 -2.6 0.5 0.9
H -0.247163 1.599212 0.143625 1.2 1.8 -0.4
Si -0.474612 0.223040 -0.022677 -1.9 1.8 -5.2
O 0.407060 -0.896992 0.546325 4.9 -3.4 0.8
H -1.268828 0.013933 -1.325917 0.7 0.0 0.9
H -1.170926 0.314605 1.138272 -2.2 -0.7 3.0
```
Forces are in eV/Å.